Density functional theory data (ωB97M-V/def2-TZVPD) for a structure of composition C39H106AgN9O10Pd in a non-equilibrium geometry.

Output
charge = +2
spin multiplicity = 3
E_HOMO (alpha / beta) = -0.437 / -0.437 Ha
total energy = -3068.682652 Eh
⟨S²⟩ = 2.0129
energy relative to the best compared isomer or geometry (same formula, charge and spin) = 64.6 kcal/mol

Structure (XYZ):
```
166
Properties=species:S:1:pos:R:3:forces:R:3
Pd 10.728170 -20.773750 -12.697110 0.8 2.1 -1.1
Ag 8.924380 -20.499200 -9.968670 0.5 0.4 0.3
C 8.455220 -16.805150 -11.655230 -0.9 -0.2 2.0
C 9.312610 -17.612080 -12.527390 0.6 -1.2 -1.5
C 10.331620 -16.763420 -13.202770 1.5 -0.3 -0.4
O 9.857780 -18.767140 -11.875280 0.0 -0.8 0.4
H 7.831910 -17.487200 -11.076960 -0.6 0.1 -0.1
H 7.851360 -16.125420 -12.256400 0.1 0.0 0.2
H 9.004390 -16.283240 -10.871560 0.3 0.3 -0.3
H 8.681930 -17.963130 -13.344160 -0.4 -0.4 -0.1
H 11.078870 -16.306730 -12.553810 -0.4 0.6 0.3
H 9.815300 -16.057240 -13.853020 0.3 0.2 0.1
H 10.991000 -17.378660 -13.814980 -0.2 -0.1 -0.6
C 9.420020 -18.347390 -6.951510 0.4 -1.1 -0.7
C 8.544890 -19.594450 -6.877760 0.1 0.0 0.4
C 7.170990 -19.409110 -7.569890 0.9 -0.3 1.0
O 7.239640 -19.366210 -9.023670 -0.2 0.6 0.9
C 5.972760 -19.137460 -9.684710 -0.1 -0.6 -0.4
N 9.270150 -20.844790 -7.269790 -0.6 0.9 -1.0
H 9.387740 -18.001570 -7.984690 0.2 0.6 0.0
H 10.431560 -18.680920 -6.719910 0.2 0.3 0.0
H 9.141360 -17.598920 -6.209720 -0.2 0.0 -0.4
H 8.432870 -19.708500 -5.799550 -1.2 0.0 0.1
H 6.828950 -18.469490 -7.136020 -0.5 0.1 -0.5
H 6.549670 -20.219670 -7.189050 -0.5 -0.1 -0.6
H 5.463650 -20.097530 -9.769360 -0.4 0.1 0.4
H 6.117040 -18.831170 -10.720800 0.6 0.1 0.1
H 5.354520 -18.358450 -9.238590 0.2 -0.2 0.5
H 9.996630 -20.924580 -6.572680 0.6 -0.2 -0.3
H 8.663100 -21.623930 -7.058810 -0.2 -0.3 -0.1
C 9.711370 -13.354100 -5.191360 0.5 -0.6 -0.2
C 8.322550 -13.534650 -5.747370 0.6 -0.2 0.9
C 8.213530 -14.724000 -6.738530 -0.7 1.8 0.8
O 7.079110 -14.400720 -7.555540 1.5 -0.8 -0.1
C 7.155450 -15.143240 -8.749680 -1.0 0.9 0.2
N 7.416030 -13.795290 -4.621610 -0.3 -0.4 -0.8
H 10.418830 -13.089970 -5.977390 0.1 0.2 0.0
H 10.041080 -14.308390 -4.780610 0.1 0.0 0.2
H 9.753970 -12.613190 -4.393030 -0.1 0.0 -0.1
H 8.035120 -12.591170 -6.211410 0.0 -0.2 -0.7
H 8.035670 -15.665480 -6.218830 -0.1 0.0 0.3
H 9.140770 -14.846920 -7.298190 0.0 0.2 -0.5
H 8.133560 -15.067050 -9.224650 0.2 0.1 0.0
H 6.395720 -14.650100 -9.356080 0.0 -0.5 -0.5
H 6.921730 -16.190350 -8.557230 -0.1 -0.3 -0.2
H 7.354820 -12.981740 -4.026220 0.1 0.2 0.1
H 6.534630 -13.830770 -5.113520 -0.8 -0.2 0.5
C 4.937200 -18.282580 -18.361120 0.9 -0.4 0.4
C 3.892780 -18.973790 -17.498430 1.3 1.4 1.7
C 4.326950 -18.863720 -15.968940 -1.0 0.8 -1.7
O 5.525030 -19.542110 -15.790070 1.0 -1.0 0.1
C 6.069010 -19.378640 -14.507540 -0.7 -0.2 -0.1
N 2.711920 -18.172850 -17.750320 -0.8 -0.8 0.6
H 5.935320 -18.588900 -18.048020 0.2 -0.6 -0.7
H 4.989130 -17.209640 -18.176180 -0.7 0.1 0.2
H 4.708530 -18.394980 -19.420920 0.4 -0.3 0.0
H 3.743200 -20.042620 -17.651180 0.3 -0.1 -0.5
H 3.525620 -19.261860 -15.346500 -0.1 -0.2 0.3
H 4.486540 -17.819030 -15.702000 -0.3 0.4 0.0
H 6.838170 -20.134780 -14.350200 0.3 0.2 -0.2
H 5.313370 -19.568720 -13.745320 -0.3 0.0 0.2
H 6.407560 -18.351650 -14.370520 0.4 0.0 0.1
H 1.974880 -18.589260 -17.199440 -0.6 0.2 0.3
H 2.448020 -18.442170 -18.687290 -0.3 0.4 -0.5
C 13.628830 -17.662760 -8.324490 -0.6 0.5 0.7
C 12.450120 -17.198880 -9.217390 1.7 0.3 1.1
C 12.784550 -15.899630 -10.022820 0.4 -1.0 0.9
O 13.415130 -14.854880 -9.267010 -2.1 -0.7 -0.1
C 12.423660 -14.355370 -8.346300 0.8 0.3 0.6
N 12.217820 -18.305430 -10.102170 0.1 -0.2 -1.4
H 13.894220 -16.935690 -7.557000 0.1 0.3 -0.3
H 14.523460 -17.957380 -8.873070 -0.1 0.3 -0.3
H 13.346570 -18.534760 -7.734540 -0.3 -0.3 -0.1
H 11.537770 -17.061080 -8.637110 0.1 0.4 0.5
H 11.815870 -15.570980 -10.399320 0.0 0.4 -0.6
H 13.474040 -16.231600 -10.799030 -0.1 0.4 -0.2
H 11.488730 -13.982810 -8.764890 0.1 0.1 -0.8
H 12.883550 -13.533590 -7.797410 0.0 -0.1 0.0
H 12.103540 -15.115260 -7.633430 0.3 -0.2 0.2
H 11.455060 -18.087380 -10.727280 -0.4 -0.4 0.0
H 12.035310 -19.129200 -9.547020 -0.3 -0.2 -0.1
C 9.050430 -10.241280 -14.266860 1.0 -1.4 0.0
C 8.432050 -11.673920 -14.135310 0.1 0.9 0.9
C 8.168110 -11.958460 -12.642310 1.0 1.4 -0.1
O 9.421060 -11.972950 -11.887880 -0.5 -2.1 -0.8
C 9.951110 -13.318130 -11.983220 -0.2 0.5 0.8
N 7.216810 -11.670860 -14.897330 -0.8 0.7 -0.4
H 10.010070 -10.183990 -13.753150 -0.1 -0.1 0.5
H 8.417820 -9.438750 -13.887580 -0.2 -0.2 -0.4
H 9.389560 -10.136330 -15.297430 -0.6 0.5 -0.3
H 9.131550 -12.411190 -14.529320 0.6 -0.2 0.1
H 7.569210 -12.852330 -12.467880 0.1 -0.2 0.1
H 7.641620 -11.087780 -12.251380 -0.3 -0.1 0.0
H 10.797250 -13.468070 -11.312640 0.2 0.6 -0.1
H 10.259990 -13.625510 -12.982320 -0.1 0.3 -0.1
H 9.216920 -14.025510 -11.597620 -0.5 -0.1 -0.1
H 6.745750 -12.536560 -15.118110 0.5 -0.4 0.6
H 7.473310 -11.383840 -15.831100 -0.1 0.5 -0.2
C 12.855340 -14.723590 -16.016940 -0.2 -0.1 1.6
C 12.012290 -13.471960 -15.626050 0.8 -1.2 -1.5
C 12.663220 -12.622030 -14.519790 0.7 -0.9 -0.2
O 12.758240 -13.364780 -13.289610 0.0 0.3 -0.4
C 13.223170 -12.526250 -12.226000 -0.8 -0.6 0.1
N 11.768530 -12.721440 -16.885900 -0.1 0.4 1.5
H 12.932450 -15.232650 -15.056210 0.5 -0.4 0.1
H 13.860230 -14.584060 -16.415490 -0.1 0.6 0.1
H 12.374170 -15.456410 -16.664660 -0.5 0.4 -0.2
H 11.071600 -13.882590 -15.259190 -0.3 0.0 0.5
H 12.139170 -11.676350 -14.381340 -0.3 0.1 0.1
H 13.692360 -12.399270 -14.801490 0.1 0.3 -0.4
H 13.078390 -13.067880 -11.291240 0.0 -0.2 0.0
H 12.556960 -11.663920 -12.200460 0.4 0.4 0.2
H 14.286070 -12.287390 -12.261850 0.0 0.3 -0.5
H 11.114070 -13.278630 -17.416300 0.0 -0.2 -0.4
H 11.198020 -11.949650 -16.571330 -0.1 0.7 -0.4
C 7.693650 -15.692210 -16.583810 1.2 -1.2 0.2
C 6.358490 -15.242330 -16.044050 0.2 0.0 0.6
C 6.339490 -15.391110 -14.488900 -0.3 -0.4 -0.5
O 5.086040 -15.137800 -13.895780 -0.3 -1.1 -1.3
C 5.034670 -14.574430 -12.612310 0.4 1.1 -0.7
N 6.219230 -13.877370 -16.455430 -0.6 0.6 0.0
H 8.461620 -15.717230 -15.810710 0.1 0.1 0.4
H 8.160920 -15.072150 -17.348850 -0.6 0.3 -0.1
H 7.676270 -16.707670 -16.979580 -0.2 -0.1 0.0
H 5.574920 -15.822220 -16.531740 -0.2 -0.5 0.6
H 7.116850 -14.794990 -14.010930 0.2 0.5 -0.3
H 6.607330 -16.430350 -14.298210 0.2 -0.3 0.1
H 5.947130 -14.746130 -12.041320 0.0 -0.3 0.3
H 4.129330 -14.900130 -12.100080 0.2 -0.1 0.0
H 4.991400 -13.507300 -12.830160 -0.2 0.4 0.8
H 6.246670 -13.894420 -17.464910 -0.1 0.4 -0.2
H 5.298880 -13.558790 -16.187900 -0.3 0.3 -0.1
C 8.856380 -21.333540 -16.417080 2.3 -0.1 -1.3
C 10.369150 -20.866730 -16.093220 -1.6 -0.8 -2.5
C 10.849340 -19.902970 -17.240810 -0.7 0.7 0.4
O 10.059350 -18.689430 -17.257240 0.1 -0.5 0.2
C 10.682310 -17.695680 -18.065570 1.0 0.1 -0.2
N 10.278670 -20.209490 -14.811850 -0.3 0.8 1.0
H 8.333860 -20.446600 -16.775440 -0.3 0.0 0.5
H 8.351640 -21.919330 -15.648850 0.1 0.4 0.3
H 8.911120 -21.975130 -17.296550 -0.1 -0.2 0.0
H 11.110420 -21.664780 -16.134910 -0.3 -0.3 0.4
H 10.794100 -20.413060 -18.202500 -0.3 -0.2 0.0
H 11.893100 -19.598590 -17.163180 0.3 -0.2 0.5
H 11.638430 -17.400930 -17.633080 0.2 0.0 0.3
H 10.134520 -16.761930 -18.192630 -0.7 -0.5 0.4
H 10.939570 -18.064520 -19.058480 -0.3 -0.2 -0.2
H 10.508150 -19.256250 -15.054250 0.5 0.8 0.7
H 9.283390 -20.116500 -14.667370 -0.4 0.1 0.2
C 13.920330 -19.969440 -14.864510 1.0 0.0 -0.2
C 14.018870 -19.810630 -13.352140 1.6 -0.6 -1.1
C 14.944190 -18.645950 -12.935810 1.0 1.2 0.6
O 14.521180 -17.411090 -13.486230 -1.4 -0.5 -0.7
C 15.249450 -16.224730 -13.226760 0.7 -0.2 -0.1
N 12.664510 -19.564390 -12.963430 -1.1 -0.1 1.5
H 13.081160 -20.596770 -15.165090 0.0 -0.1 0.2
H 14.828930 -20.420300 -15.263610 0.0 0.2 -0.1
H 13.799240 -18.973160 -15.289810 0.0 0.0 -0.2
H 14.445630 -20.710590 -12.909370 -0.3 -0.1 0.2
H 16.000710 -18.818540 -13.140940 0.1 -0.5 -1.1
H 15.104630 -18.496170 -11.868130 -1.1 -0.4 0.7
H 14.952620 -15.441420 -13.924190 -0.3 -0.3 -0.1
H 16.305330 -16.428510 -13.404800 0.2 0.1 0.2
H 15.107620 -15.821420 -12.224100 0.0 -0.3 0.2
H 12.699090 -19.273530 -11.996830 -0.2 0.7 0.7
H 12.487710 -18.737790 -13.516210 -0.9 0.5 0.2
```
Forces are in eV/Å.